A 2-piece molecular cluster, C9H14O2 overall at a distorted geometry, computed with wB97M-V/def2-TZVPD.

Results
HOMO-LUMO gap in Eh: 0.3435
Structure (SMILES): Cc1ccc(O)cc1.CCO
Energy relative to the best compared isomer or geometry (same formula, charge and spin) in kJ/mol: 131.8
Strongest force on any atom in eV/Å: 2.1
Lowest unoccupied orbital energy in eV: 0.746
Spin multiplicity: 1
DFT total energy in Eh: -501.7859

Atoms and positions in Å:
C: 1.261 1.043 -2.666
C: 1.185 0.578 -1.227
C: 0.138 1.089 -0.459
C: 0.172 0.983 0.927
C: 1.282 0.416 1.542
O: 1.157 0.286 2.893
C: 2.404 0.064 0.794
C: 2.301 0.057 -0.585
H: 0.798 0.310 -3.340
H: 2.283 1.278 -2.937
H: 0.653 1.908 -2.939
H: -0.691 1.615 -0.911
H: -0.650 1.240 1.581
H: 1.867 -0.175 3.303
H: 3.228 -0.333 1.369
H: 3.127 -0.350 -1.149
C: -3.081 -0.601 0.474
C: -2.002 -1.653 0.663
O: -1.099 -1.729 -0.443
H: -3.415 -0.267 1.462
H: -3.857 -1.006 -0.162
H: -2.676 0.333 0.099
H: -1.375 -1.527 1.550
H: -2.410 -2.658 0.698
H: -0.600 -0.902 -0.536

Table of Löwdin atomic charges, one value per atom, all in e:
1 C -0.051
2 C -0.282
3 C -0.075
4 C -0.026
5 C -0.317
6 O 0.062
7 C -0.007
8 C -0.040
9 H 0.082
10 H 0.074
11 H 0.075
12 H 0.118
13 H 0.123
14 H 0.088
15 H 0.113
16 H 0.116
17 C -0.079
18 C -0.309
19 O -0.101
20 H 0.076
21 H 0.073
22 H 0.052
23 H 0.101
24 H 0.107
25 H 0.026